This record from the Open Molecules 2025 dataset describes 9 unconnected molecules or ions with the total composition C2H22N4O9. The level of theory is ωB97M-V with the def2-TZVPD basis set.

Last column: natural (NBO) charge in e.
Geometry (Å):
C (-0.42580, -0.47573, 0.00178)  0.70
O (-0.64674, 0.40935, -0.85713)  -0.40
N (-1.43436, -0.90021, 0.64493)  -0.68
N (0.61323, -1.24473, 0.13859)  -0.77
H (-2.31053, -0.40830, 0.54275)  0.46
H (-1.29306, -1.64303, 1.31451)  0.42
H (0.68162, -2.03665, 0.76172)  0.46
H (1.42829, -1.05818, -0.42795)  0.43
C (1.81918, 3.37696, 1.63239)  0.71
O (2.75153, 2.95636, 2.23090)  -0.56
N (0.97212, 2.60106, 0.97751)  -0.68
N (1.40626, 4.54730, 1.61177)  -0.79
H (0.95265, 1.60093, 1.11696)  0.41
H (0.37717, 3.17248, 0.39473)  0.39
H (1.98684, 5.13397, 2.19387)  0.43
H (0.40708, 4.68911, 1.57156)  0.40
O (-2.27382, 2.38066, 0.39299)  -0.94
H (-1.40059, 2.01392, 0.25437)  0.47
H (-2.30650, 3.14612, -0.18080)  0.48
O (-4.01376, -2.40436, -1.40811)  -0.96
H (-3.89912, -1.70107, -0.76899)  0.46
H (-3.49422, -2.12922, -2.16349)  0.49
O (3.37781, -2.51761, -1.15179)  -0.97
H (4.26378, -2.87291, -1.08082)  0.49
H (3.03053, -2.89818, -1.95851)  0.48
O (-4.06538, 0.01726, 0.36585)  -0.98
H (-4.97632, -0.23969, 0.50862)  0.51
H (-4.06890, 0.97072, 0.45037)  0.51
O (-2.27405, -1.05020, -3.06201)  -0.93
H (-1.92223, -0.52601, -2.34253)  0.47
H (-1.53894, -1.59442, -3.34427)  0.48
O (4.47394, 0.17845, -1.54246)  -0.92
H (4.69494, 0.19166, -0.61122)  0.47
H (3.53763, -0.01926, -1.56414)  0.45
O (1.55761, -3.64931, 1.70983)  -0.97
H (1.89347, -4.35940, 1.16284)  0.49
H (2.11862, -3.65786, 2.48536)  0.49

Cartesian forces (eV/Å) of the 3 atoms listed first:
0.45 -1.69 -0.83
1.04 1.66 -1.09
-3.18 -0.15 2.76

Its multiplicity is 2. The orbital gap (spin up / spin down) is 10.16 / 3.59 eV. The value obtained for the energy above the lowest of the compared OMol25 structures with the same formula, charge and spin is 19.6 kcal/mol. The net charge is +1.